[1]
{
  "formula": "C32H66O13SSi",
  "method": "ωB97M-V with the def2-TZVPD basis set",
  "symbols": ["C", "C", "O", "O", "C", "C", "C", "O", "S", "O", "O", "Si", "C", "C", "C", "H", "H", "H", "H", "H", "H", "H", "H", "H", "H", "H", "H", "H", "H", "H", "H", "H", "H", "C", "C", "O", "C", "H", "H", "H", "H", "H", "H", "C", "C", "O", "C", "H", "H", "H", "H", "H", "H", "C", "C", "O", "C", "H", "H", "H", "H", "H", "H", "C", "C", "O", "C", "H", "H", "H", "H", "H", "H", "C", "C", "O", "C", "H", "H", "H", "H", "H", "H", "C", "C", "O", "C", "H", "H", "H", "H", "H", "H", "C", "C", "O", "C", "H", "H", "H", "H", "H", "H", "C", "C", "O", "C", "H", "H", "H", "H", "H", "H"],
  "xyz": [[2.73154, -0.26021, -0.54231], [1.25224, 0.02768, -0.68161], [0.73175, -0.17218, -1.70841], [0.58507, 0.46652, 0.40910], [0.01763, 1.77006, 0.19734], [-1.33550, 1.73465, -0.54799], [-2.45833, 2.42859, 0.22771], [-3.65534, 2.43339, -0.57769], [-4.97301, 2.50503, 0.39311], [-6.03790, 3.05621, -0.40081], [-5.22672, 0.92399, 0.69899], [-6.63545, 0.23478, -0.01687], [-6.52294, -1.61624, 0.38696], [-8.24002, 0.81781, 0.78405], [-6.68662, 0.34515, -1.89002], [3.22943, 0.15372, -1.41527], [2.88252, -1.34291, -0.55701], [3.12113, 0.14782, 0.38809], [-0.04069, 2.32906, 1.12769], [0.69662, 2.34259, -0.43987], [-1.18337, 2.11487, -1.55293], [-1.58280, 0.67804, -0.65160], [-2.13808, 3.46153, 0.46454], [-2.64889, 1.94287, 1.18844], [-7.45014, -2.13265, 0.15868], [-6.20488, -1.74922, 1.42354], [-5.70767, -1.99629, -0.23398], [-8.27553, 0.60435, 1.85208], [-9.01599, 0.19262, 0.32757], [-8.49547, 1.84911, 0.54311], [-5.71085, 0.22617, -2.35706], [-7.08805, 1.32737, -2.15386], [-7.40078, -0.39140, -2.25742], [-4.59416, -3.47989, -4.10264], [-5.84345, -3.79583, -3.31573], [-6.63045, -2.93148, -3.00877], [-6.06561, -5.23841, -2.92891], [-4.56020, -2.41258, -4.31213], [-3.70962, -3.75419, -3.52529], [-4.60026, -4.02511, -5.04798], [-5.24384, -5.58766, -2.30153], [-6.13473, -5.85890, -3.82395], [-6.99526, -5.32268, -2.36972], [2.35701, -4.57642, 0.96805], [3.67363, -4.14038, 0.37636], [3.74642, -3.18652, -0.36863], [4.89634, -4.93880, 0.74949], [1.56537, -3.91660, 0.61722], [2.12884, -5.59717, 0.65740], [2.40237, -4.52466, 2.05685], [4.77711, -5.97519, 0.42964], [5.05110, -4.90274, 1.82882], [5.76972, -4.51658, 0.25568], [7.88895, -2.23268, -3.51790], [7.47151, -1.72173, -2.16542], [8.26829, -1.53808, -1.27058], [5.99971, -1.45439, -1.98358], [8.96633, -2.39172, -3.53738], [7.38636, -3.17802, -3.72123], [7.62668, -1.50459, -4.28624], [5.43655, -2.37562, -2.13328], [5.66837, -0.69458, -2.69460], [5.81722, -1.09382, -0.97294], [0.43490, 5.58718, -2.45611], [-0.66233, 5.63458, -1.42123], [-0.93535, 4.66756, -0.74579], [-1.40534, 6.93675, -1.26357], [0.88306, 4.59504, -2.46353], [0.02400, 5.79541, -3.44511], [1.20606, 6.32080, -2.21595], [-1.89506, 7.20261, -2.20172], [-0.71292, 7.72826, -0.97219], [-2.16272, 6.82894, -0.48945], [3.20875, -3.94921, -3.88727], [4.00942, -3.11438, -4.85599], [5.20998, -3.23864, -4.95433], [3.24848, -2.11710, -5.69351], [3.87737, -4.62051, -3.35109], [2.70475, -3.30315, -3.16552], [2.47074, -4.54368, -4.42861], [2.74533, -1.39502, -5.04781], [2.51224, -2.63321, -6.31165], [3.94258, -1.58636, -6.34241], [12.06145, -3.96324, 1.63683], [10.56998, -4.19747, 1.58583], [10.05793, -5.12298, 2.17563], [9.75205, -3.22951, 0.76965], [12.52650, -4.72863, 2.25534], [12.48230, -4.01799, 0.63162], [12.27072, -2.98399, 2.07019], [10.07160, -3.25126, -0.27208], [9.86147, -2.21933, 1.16550], [8.70312, -3.51260, 0.81927], [-6.47404, 4.97330, 2.71583], [-5.31626, 5.31628, 3.62255], [-4.18182, 5.37106, 3.20056], [-5.63140, 5.58595, 5.07230], [-6.10222, 4.80486, 1.70709], [-6.96555, 4.06434, 3.06796], [-7.18722, 5.79910, 2.69531], [-6.08585, 4.70380, 5.52523], [-6.31153, 6.43695, 5.15341], [-4.71515, 5.81553, 5.60288], [-2.28025, 3.57562, 8.82598], [-2.63465, 3.90504, 7.39580], [-3.64751, 4.50443, 7.11679], [-1.67095, 3.45496, 6.32529], [-3.05629, 3.95619, 9.48715], [-2.20761, 2.49428, 8.95295], [-1.33024, 4.04186, 9.09195], [-1.57219, 2.36820, 6.34480], [-0.69470, 3.91613, 6.48402], [-2.04883, 3.75741, 5.34981]],
  "forces_ev_per_angstrom": [[-0.4, 0.1, 0.8], [2.0, -0.4, 1.5], [-1.9, -0.2, -2.9], [0.3, 0.6, 0.9], [-0.5, 0.7, -1.1], [-0.2, -0.8, 0.7], [1.1, 0.6, 0.0], [-0.7, -0.2, 0.2], [1.5, 0.5, 1.7], [-0.5, -0.4, -0.8], [-0.7, 0.6, -1.1], [-0.6, -1.4, -0.1], [0.9, 1.0, 0.1], [0.3, -0.1, -0.6], [-0.4, 0.8, 0.6], [0.1, 0.1, 0.0], [0.0, 0.2, 0.0], [0.2, 0.0, -0.1], [0.0, -0.5, 0.4], [0.2, 0.0, 0.2], [-0.4, 0.3, 0.0], [-0.1, 0.0, -0.1], [-0.5, -0.5, -0.2], [0.1, -0.3, -0.1], [0.0, -0.1, 0.0], [-0.3, -0.2, 0.0], [-0.2, -0.3, -0.1], [0.1, 0.2, 0.1], [0.0, 0.0, 0.0], [0.1, 0.1, 0.3], [0.0, -0.1, 0.0], [0.2, 0.0, -0.1], [0.2, -0.2, 0.0], [-0.1, 0.3, 0.0], [-0.1, 0.1, 0.0], [0.0, 0.0, 0.0], [-0.2, 0.1, 0.1], [0.0, 0.0, 0.0], [0.0, -0.1, -0.1], [0.1, -0.1, 0.1], [0.1, -0.1, -0.1], [0.2, -0.1, 0.0], [0.0, 0.0, 0.0], [-0.1, 0.3, -0.2], [0.0, 0.0, 0.0], [0.0, -0.3, 0.0], [0.1, 0.2, -0.2], [0.0, 0.0, 0.0], [0.1, -0.1, 0.2], [0.0, -0.2, 0.0], [0.0, 0.0, 0.2], [-0.1, -0.2, 0.0], [0.0, 0.0, 0.0], [0.4, -0.1, 0.2], [0.0, 0.1, 0.0], [-0.1, 0.0, -0.1], [0.1, 0.1, 0.3], [0.0, 0.0, 0.1], [-0.2, 0.1, -0.2], [-0.2, -0.2, -0.1], [-0.1, 0.1, -0.1], [-0.1, -0.1, -0.1], [0.0, 0.0, 0.0], [0.0, -0.3, 0.1], [0.0, 0.0, 0.0], [0.3, 0.3, -0.2], [-0.2, -0.2, 0.2], [0.0, 0.0, 0.0], [0.1, 0.2, 0.0], [-0.1, 0.1, -0.1], [0.1, 0.1, 0.0], [0.0, 0.1, -0.2], [0.0, 0.0, 0.0], [0.2, -0.1, 0.1], [0.1, 0.0, 0.0], [-0.1, 0.0, 0.0], [0.3, 0.1, -0.1], [0.0, 0.0, 0.0], [-0.1, 0.0, -0.1], [-0.1, 0.1, 0.0], [-0.2, -0.1, 0.0], [-0.1, 0.1, 0.1], [0.0, 0.0, 0.0], [0.0, -0.2, 0.2], [-0.1, -0.1, 0.0], [0.1, 0.0, 0.0], [-0.1, -0.3, 0.2], [0.0, 0.0, 0.0], [0.0, 0.2, 0.0], [0.0, 0.1, -0.2], [0.1, 0.2, 0.0], [0.1, 0.1, -0.2], [0.0, 0.0, 0.0], [0.3, 0.0, -0.2], [0.1, 0.0, 0.0], [0.0, 0.0, 0.0], [0.2, 0.2, -0.1], [-0.1, 0.0, 0.0], [-0.1, 0.1, 0.0], [-0.1, -0.1, 0.1], [-0.1, 0.1, 0.0], [-0.2, -0.1, 0.0], [0.0, 0.0, 0.0], [-0.3, 0.1, 0.0], [0.0, 0.0, -0.1], [0.1, -0.1, 0.2], [-0.2, 0.1, -0.2], [0.0, 0.0, 0.0], [0.2, 0.0, 0.0], [0.1, -0.2, 0.0], [0.2, 0.0, 0.1], [0.1, -0.2, 0.1], [0.0, 0.0, 0.0]],
  "energy_ev": -79585.616,
  "orbital_gap_ev": 9.53
}

***

[2]
{
  "formula": "C32H67BrFGaO6P",
  "method": "ωB97M-V with the def2-TZVPD basis set",
  "symbols": ["C", "C", "C", "Br", "Ga", "C", "C", "F", "P", "C", "C", "C", "H", "H", "H", "H", "H", "H", "H", "H", "H", "H", "H", "H", "H", "H", "H", "H", "H", "H", "H", "C", "C", "C", "O", "C", "H", "H", "H", "H", "H", "H", "H", "H", "C", "C", "C", "O", "C", "H", "H", "H", "H", "H", "H", "H", "H", "C", "C", "C", "O", "C", "H", "H", "H", "H", "H", "H", "H", "H", "C", "C", "C", "O", "C", "H", "H", "H", "H", "H", "H", "H", "H", "C", "C", "C", "O", "C", "H", "H", "H", "H", "H", "H", "H", "H", "C", "C", "C", "O", "C", "H", "H", "H", "H", "H", "H", "H", "H"],
  "xyz": [[-1.69332, 3.40888, 2.42785], [-2.59505, 2.21103, 1.76389], [-1.75816, 1.12694, 0.86291], [-3.08527, 0.37420, -0.49126], [-0.13730, 1.89590, -0.16293], [-0.75077, 2.40602, -2.11508], [0.17324, 3.72940, -2.54666], [-0.32870, 4.38737, -3.78942], [1.76448, 0.53357, -0.17525], [2.75142, 1.05996, 1.40387], [1.35526, -1.32028, 0.03007], [0.91312, -1.75622, 1.56586], [-0.61646, 2.99560, 2.70247], [-2.17806, 3.92734, 3.36843], [-1.51132, 4.24519, 1.60430], [-3.16091, 1.68145, 2.67063], [-3.45671, 2.75208, 1.14118], [-1.51086, 0.21136, 1.57088], [0.32050, 3.31395, 0.49727], [-1.86784, 2.82002, -2.06146], [-0.64829, 1.51381, -2.86935], [0.20739, 4.55236, -1.70948], [1.27479, 3.35180, -2.76825], [2.28032, 2.09052, 1.76413], [2.64448, 0.30908, 2.29684], [3.88682, 1.25978, 1.19768], [2.36914, -1.91159, -0.18399], [0.57203, -1.74759, -0.72972], [0.27349, -0.92226, 2.10286], [0.31312, -2.76553, 1.49697], [1.86613, -1.92247, 2.26386], [3.45923, 6.29811, -4.91139], [4.73852, 5.70656, -4.37828], [4.53348, 5.80429, -2.88227], [3.12293, 5.69322, -2.64744], [2.44108, 5.81084, -3.90382], [3.22648, 5.99234, -5.93453], [3.51714, 7.39277, -4.88480], [4.81326, 4.65435, -4.67718], [5.63844, 6.22396, -4.72028], [4.86052, 6.77662, -2.49891], [5.06091, 5.01794, -2.33461], [2.06138, 4.81885, -4.17180], [1.59277, 6.49304, -3.80058], [0.61205, -6.90199, 3.04419], [0.06917, -7.09054, 1.65118], [-0.69877, -5.80500, 1.43372], [-0.03222, -4.78827, 2.19471], [0.91405, -5.41960, 3.06835], [1.48749, -7.51895, 3.26199], [-0.16565, -7.13707, 3.78058], [0.89769, -7.15630, 0.93612], [-0.55178, -7.98281, 1.53810], [-1.72404, -5.88593, 1.81008], [-0.73578, -5.51184, 0.38056], [1.91709, -5.21289, 2.67948], [0.83330, -4.99091, 4.07105], [-1.44941, -5.10370, 7.86600], [-2.36324, -4.38190, 6.90963], [-1.41590, -4.00058, 5.79303], [-0.39956, -5.01151, 5.74615], [-0.50930, -5.82306, 6.92368], [-1.97169, -5.78101, 8.54641], [-0.89153, -4.37581, 8.46708], [-3.12610, -5.07324, 6.53259], [-2.87067, -3.52060, 7.35143], [-0.92550, -3.04294, 5.99745], [-1.91621, -3.93624, 4.82245], [-0.91615, -6.79466, 6.62285], [0.48213, -5.97913, 7.35773], [-0.49154, -9.90744, 10.78181], [0.87636, -10.10546, 10.18148], [0.69316, -9.55052, 8.78573], [-0.29754, -8.51727, 8.87544], [-0.92102, -8.59437, 10.16483], [-0.49303, -9.88566, 11.87451], [-1.16093, -10.71142, 10.45336], [1.61203, -9.50446, 10.72889], [1.21258, -11.14538, 10.18643], [0.31603, -10.31642, 8.09978], [1.61877, -9.13830, 8.37368], [-0.56820, -7.74348, 10.75774], [-2.00622, -8.51711, 10.05495], [0.01633, 5.71093, -9.49762], [1.30544, 5.22035, -10.10445], [2.26026, 6.34655, -9.77331], [1.80898, 6.92604, -8.54138], [0.50160, 6.41382, -8.24873], [-0.70139, 4.91415, -9.28670], [-0.46008, 6.43280, -10.17163], [1.62500, 4.29974, -9.60203], [1.23839, 5.01920, -11.17663], [2.23389, 7.12835, -10.53977], [3.29237, 6.00194, -9.66175], [0.59694, 5.71388, -7.41146], [-0.15611, 7.23308, -7.94556], [-3.52336, 5.11421, -5.70814], [-4.43718, 5.83601, -6.66451], [-3.48985, 6.21732, -7.78111], [-2.47350, 5.20639, -7.82799], [-2.58325, 4.39485, -6.65046], [-4.04564, 4.43690, -5.02773], [-2.96547, 5.84209, -5.10706], [-5.20004, 5.14466, -7.04155], [-4.94462, 6.69731, -6.22271], [-2.99945, 7.17497, -7.57669], [-3.99016, 6.28166, -8.75169], [-2.99009, 3.42324, -6.95129], [-1.59182, 4.23877, -6.21641]],
  "forces_ev_per_angstrom": [[0.8, 0.2, -0.7], [-1.1, 0.6, 0.9], [-0.9, 0.0, 2.1], [0.4, 0.0, 0.7], [-0.5, 0.5, -0.4], [-0.1, 2.0, -0.9], [0.1, -1.8, 0.5], [0.6, -0.8, 1.5], [0.8, -0.4, -0.1], [-0.1, 0.7, 1.3], [0.8, -1.6, 1.3], [0.1, -0.2, 0.0], [-2.3, 0.9, -0.4], [0.8, -1.3, -1.8], [-0.3, -1.8, 1.8], [1.1, 0.9, -2.0], [1.9, -1.3, 1.1], [-0.6, 1.8, -1.6], [0.1, -0.4, -0.1], [2.2, -1.1, -0.2], [-0.3, 1.9, 1.2], [-0.2, -1.6, -1.8], [-2.3, 1.0, 0.4], [1.0, -2.1, -0.7], [0.2, 1.4, -1.6], [-2.1, -0.5, 0.3], [-2.1, 1.1, 0.3], [1.4, 1.2, 1.4], [1.2, -1.7, -1.2], [1.2, 2.1, 0.4], [-2.0, 0.3, -1.6], [-0.2, 0.5, -0.3], [0.4, -0.4, -0.2], [-0.2, 0.0, 0.5], [0.4, 0.1, -0.3], [-0.3, -0.3, 0.1], [0.0, 0.1, 0.1], [0.0, -0.1, -0.1], [0.0, 0.1, 0.0], [-0.1, -0.1, 0.1], [0.1, 0.0, 0.0], [-0.1, 0.1, 0.0], [-0.1, 0.2, -0.1], [0.0, -0.2, 0.1], [-0.1, -0.2, 0.6], [0.2, -0.3, -0.5], [-0.3, 0.4, 0.0], [-0.2, -0.7, 0.0], [0.5, 0.5, 0.1], [-0.1, 0.1, 0.0], [0.1, 0.1, 0.0], [-0.1, 0.0, 0.0], [0.0, 0.1, 0.0], [-0.1, -0.1, -0.1], [0.0, 0.1, 0.1], [0.1, -0.1, 0.0], [0.0, -0.1, -0.4], [0.2, 0.0, 0.6], [-0.6, 0.0, -0.2], [0.2, 0.4, -0.4], [-0.4, 0.0, 0.6], [0.2, -0.4, -0.3], [0.1, 0.0, -0.1], [0.0, -0.1, 0.0], [0.0, 0.1, 0.0], [0.1, -0.1, -0.1], [-0.1, 0.0, 0.0], [0.2, 0.0, 0.0], [0.1, 0.0, 0.2], [-0.1, 0.0, -0.1], [-0.5, -0.4, 0.2], [0.6, 0.0, 0.2], [-0.1, 0.1, -0.5], [0.1, -0.2, 0.3], [-0.1, 0.5, -0.1], [0.0, 0.0, -0.1], [0.0, 0.1, 0.1], [0.0, -0.1, -0.1], [0.0, 0.1, 0.0], [0.1, 0.0, 0.0], [-0.2, 0.0, 0.0], [-0.1, 0.0, 0.1], [0.1, 0.1, -0.1], [-0.6, -0.1, -0.2], [0.3, -0.5, -0.1], [0.2, 0.4, 0.1], [0.0, -0.2, -0.3], [0.0, -0.1, 0.5], [0.1, 0.3, 0.0], [0.0, -0.1, 0.1], [0.0, 0.1, -0.1], [0.0, 0.0, 0.1], [0.1, 0.0, -0.1], [0.0, 0.1, 0.1], [-0.1, 0.0, 0.0], [0.1, 0.0, 0.0], [0.3, 0.1, 0.6], [-0.6, 0.0, -0.2], [0.3, 0.1, -0.3], [-0.4, 0.2, 0.2], [0.3, -0.5, 0.0], [0.1, 0.1, -0.1], [0.0, -0.2, 0.0], [0.0, 0.1, 0.0], [0.1, -0.1, -0.1], [-0.1, 0.1, 0.0], [0.1, 0.0, 0.0], [0.0, 0.0, 0.1], [-0.1, 0.0, -0.1]],
  "energy_ev": -180975.249,
  "charge": -1,
  "orbital_gap_ev": 5.58
}